A molecular structure, C22H17N6OS3Zn, computed with ωB97M-V/def2-TZVPD.

XYZ file:
```
50
Properties=species:S:1:pos:R:3
Zn 0.207 -0.864 -0.749
C -0.085 -0.228 -4.037
C -1.352 0.144 -3.337
C -2.483 0.543 -4.043
C -3.622 0.902 -3.351
C -3.608 0.880 -1.967
C -2.448 0.473 -1.329
N -1.363 0.092 -2.005
C -2.319 0.471 0.154
C -3.344 0.851 1.010
C -3.108 0.833 2.372
C -1.875 0.425 2.850
C -0.902 0.049 1.933
N -1.140 0.089 0.628
C 0.440 -0.460 2.333
C 0.840 -0.493 3.661
C 2.086 -1.015 3.963
C 2.883 -1.483 2.939
C 2.422 -1.409 1.625
C 3.262 -1.925 0.499
N 1.222 -0.901 1.343
H -0.093 0.139 -5.063
H 0.769 0.192 -3.505
H 0.039 -1.313 -4.036
H -2.451 0.573 -5.124
H -4.511 1.216 -3.882
H -4.476 1.189 -1.407
H -4.301 1.169 0.627
H -3.885 1.133 3.062
H -1.689 0.395 3.912
H 0.204 -0.116 4.446
H 2.427 -1.055 4.989
H 3.860 -1.904 3.135
H 4.321 -1.831 0.743
H 3.034 -2.976 0.312
H 3.031 -1.405 -0.428
S -0.200 -5.416 -1.389
C -0.210 -3.779 -1.096
S -1.321 -2.958 -0.069
S 0.993 -2.747 -1.865
N 3.330 1.470 0.011
C 2.010 1.566 -0.321
O 1.542 0.758 -1.166
C 1.254 2.595 0.306
C -0.030 2.936 -0.162
N -1.083 3.243 -0.525
C 1.844 3.370 1.325
N 2.371 3.944 2.180
H 3.706 2.008 0.772
H 3.803 0.631 -0.274
```

Properties
frontier orbital gap = 5.5606 eV
net charge = -1
total energy = -4226.44745 a.u.
M = 543.01 g/mol

A molecular structure, C10H29FNO5Zr in a non-equilibrium geometry, computed with ωB97M-V/def2-TZVPD.

XYZ file:
```
47
Properties=species:S:1:pos:R:3
Zr 0.886 8.810 29.976
F 2.499 10.045 29.552
C 5.617 12.713 29.565
O 5.402 11.352 29.983
H 6.674 12.914 29.707
H 5.322 12.830 28.519
H 5.083 13.395 30.231
H 4.463 11.171 30.013
O 0.891 9.273 27.741
H 0.083 9.232 27.196
H 1.608 9.644 27.141
O 0.989 10.192 31.939
H 0.259 10.562 32.466
H 1.797 10.601 32.292
O 2.523 7.978 31.382
H 3.113 7.205 31.322
H 2.855 8.504 32.128
C 3.638 8.245 25.763
C 3.421 9.639 25.180
C 2.240 9.553 24.184
C 1.698 10.928 23.805
C 1.434 11.760 25.042
C 2.641 11.944 25.975
N 3.201 10.606 26.215
O 4.176 10.577 27.161
C 3.637 12.923 25.328
C 2.153 12.541 27.292
C 4.699 10.042 24.354
H 3.762 7.511 24.971
H 2.794 7.938 26.389
H 4.527 8.166 26.393
H 2.524 8.971 23.314
H 1.416 9.029 24.695
H 0.777 10.830 23.230
H 2.420 11.405 23.140
H 0.526 11.421 25.564
H 1.148 12.778 24.759
H 4.661 12.739 25.659
H 3.679 12.866 24.239
H 3.363 13.955 25.540
H 1.438 11.901 27.812
H 3.000 12.664 27.969
H 1.716 13.520 27.124
H 5.561 10.216 24.991
H 4.519 10.922 23.739
H 4.847 9.253 23.616
H 3.735 10.342 28.007
```

Properties
frontier orbital gap = 3.0235 eV
net charge = +3
total energy = -975.06265 a.u.
M = 353.57 g/mol

2 unconnected molecules or ions with the total composition C3H5N3 in a non-equilibrium geometry, computed with ωB97M-V/def2-TZVPD.

XYZ file:
```
11
Properties=species:S:1:pos:R:3
C -2.887 0.595 0.788
C -3.006 -0.198 -0.148
C 2.211 0.435 -0.518
N 1.476 -0.059 0.595
N 0.898 -1.085 0.496
N 0.186 -1.960 0.684
H -2.772 1.396 1.389
H 3.109 -0.019 -0.796
H 2.328 1.487 -0.171
H 1.654 0.367 -1.563
H -3.195 -0.958 -0.757
```

Properties
frontier orbital gap = 10.2471 eV
net charge = 0
total energy = -281.39277 a.u.
M = 83.09 g/mol
energy relative to the best compared isomer or geometry (same formula, charge and spin) = 518.0 kJ/mol

2 unconnected molecules or ions with the total composition C3H9NO2 in a non-equilibrium geometry, computed with ωB97M-V/def2-TZVPD.

XYZ file:
```
15
Properties=species:S:1:pos:R:3
C -2.298 0.912 0.049
N -1.169 0.054 0.276
C 0.052 0.640 0.803
C 1.140 -0.412 1.061
O 2.155 -0.443 0.435
H -3.125 0.337 -0.344
H -2.028 1.680 -0.671
H -2.592 1.378 0.968
H -0.928 -0.483 -0.577
H 0.418 1.395 0.095
H -0.188 1.142 1.750
H 0.900 -1.145 1.836
H 1.184 -0.762 -1.372
H 0.650 -0.437 -2.790
O 0.405 -0.810 -1.939
```

Properties
multiplicity = 2
⟨S²⟩ = 0.75
frontier orbital gap (spin up / spin down) = 11.2157 / 6.7770 eV
net charge = +1
total energy = -324.59442 a.u.
M = 91.11 g/mol
energy relative to the best compared isomer or geometry (same formula, charge and spin) = 81.7 kJ/mol

2 unconnected molecules or ions with the total composition C3H4Cl3N in a non-equilibrium geometry, computed with ωB97M-V/def2-TZVPD.

XYZ file:
```
11
Properties=species:S:1:pos:R:3
C 0.940 -0.296 -0.089
C 1.057 0.978 -0.768
C -1.288 -0.225 0.629
N 1.329 -1.455 0.099
Cl -2.259 0.206 -0.837
Cl -1.683 1.061 1.806
Cl -1.747 -1.789 1.183
H 0.253 0.823 -1.502
H 0.610 1.685 0.046
H 2.099 1.147 -1.074
H 0.689 -2.136 0.506
```

Properties
frontier orbital gap = 8.8466 eV
net charge = 0
total energy = -1551.93426 a.u.
M = 160.43 g/mol
energy relative to the best compared isomer or geometry (same formula, charge and spin) = 219.5 kJ/mol

A single C4H11NS2 molecule, computed with ωB97M-V/def2-TZVPD.

XYZ file:
```
18
Properties=species:S:1:pos:R:3
N -0.959 -2.754 1.615
C -0.147 -1.545 1.561
C 0.588 -1.275 0.263
S -0.451 -0.897 -1.141
S -1.406 0.840 -0.562
C -0.458 2.063 -1.512
C 0.861 2.444 -0.848
H -1.899 -2.544 1.301
H -0.618 -3.443 0.952
H 0.586 -1.538 2.369
H -0.778 -0.691 1.785
H 1.079 -2.196 -0.050
H 1.385 -0.558 0.449
H -1.083 2.947 -1.626
H -0.253 1.600 -2.476
H 1.384 1.532 -0.551
H 1.490 2.971 -1.563
H 0.680 3.043 0.034
```

Properties
frontier orbital gap = 9.5462 eV
net charge = 0
total energy = -1010.13325 a.u.
M = 137.27 g/mol
energy relative to the best compared isomer or geometry (same formula, charge and spin) = 13.5 kJ/mol

2 unconnected molecules or ions with the total composition C6H11N3O in a non-equilibrium geometry, computed with ωB97M-V/def2-TZVPD.

XYZ file:
```
21
Properties=species:S:1:pos:R:3
C 0.174 1.623 3.517
C -0.839 1.993 0.123
C 0.043 1.630 2.034
C 0.978 1.266 1.100
N -1.081 2.077 1.411
N 0.389 1.489 -0.108
H -1.529 2.332 -0.639
H 0.833 1.369 -1.004
H 1.981 0.891 1.219
H 1.203 1.410 3.799
H -0.552 0.984 4.013
H -0.035 2.625 3.898
C 0.278 -3.008 -2.764
C 0.175 -1.698 -2.041
O 1.048 -0.851 -2.040
N -0.988 -1.505 -1.367
H 1.244 -3.134 -3.242
H -0.477 -3.016 -3.560
H -1.055 -0.636 -0.856
H -1.853 -2.014 -1.408
H 0.062 -3.826 -2.086
```

Properties
frontier orbital gap = 9.1908 eV
net charge = 0
total energy = -474.76424 a.u.
M = 141.17 g/mol
energy relative to the best compared isomer or geometry (same formula, charge and spin) = 5.0 kJ/mol